## a
Here is one molecule with the formula C4H9N from the OMol25 dataset. Energies are from ωB97M-V/def2-TZVPD.

```
14
Properties=species:S:1:pos:R:3:mulliken_charge:R:1
N -0.82292 -1.14467 -0.18225 -0.301
C -2.20289 -0.87492 -0.52845 -0.937
C -0.08236 -0.05959 0.27105 -0.121
C 1.24198 0.07773 0.23332 -0.116
C 2.04847 1.28686 0.53093 -1.144
H -0.65378 0.78878 0.62003 0.263
H 1.85797 -0.77192 -0.06619 0.263
H 2.93201 1.11381 1.14335 0.314
H -2.38924 -0.14522 -1.32208 0.316
H 1.48765 2.07760 1.02694 0.321
H -2.66447 -1.82508 -0.79024 0.335
H -2.74638 -0.48906 0.33231 0.304
H 2.39352 1.72454 -0.40929 0.250
H -0.39956 -1.75884 -0.85942 0.254
```

Output
SMILES: C/C=C/NC
HOMO energy, eV: -7.701
Net charge: 0



## b
Here is one molecule with the formula C4H9N from the OMol25 dataset. Energies are from ωB97M-V/def2-TZVPD.

```
14
Properties=species:S:1:pos:R:3:mulliken_charge:R:1
N -0.05741 -0.42750 1.30060 -0.411
C 0.39268 -1.25806 0.19099 -0.433
C 0.38766 -0.36558 -1.06334 -0.533
C -0.48824 0.90123 0.83334 -0.503
C -0.47983 0.84792 -0.69262 -0.462
H -0.09068 1.78509 -1.10415 0.295
H 1.39416 -0.04091 -1.32199 0.259
H 1.39277 -1.66027 0.36080 0.238
H 0.20213 1.67572 1.19064 0.236
H -1.48260 0.73971 -1.11365 0.242
H 0.00351 -0.88877 -1.93773 0.318
H -0.31044 -2.08802 0.05521 0.233
H -1.46998 1.14089 1.24357 0.255
H 0.60625 -0.36147 2.05835 0.265
```

Output
SMILES: C1CCNC1
HOMO energy, eV: -8.417
Net charge: 0



b is preferred energetically. Next in line: 0.549 eV higher.



## a
Here is one molecule with the formula C4H9N from the OMol25 dataset. Energies are from ωB97M-V/def2-TZVPD.

```
14
Properties=species:S:1:pos:R:3:mulliken_charge:R:1
N -0.79119 -0.65984 -0.59488 -0.448
C -0.35130 -2.03728 -0.85209 -0.827
C 0.84450 2.37166 0.63293 -0.810
C 0.17472 0.00379 0.29325 -0.342
C -0.10855 1.45090 0.51793 -0.077
H 0.30889 -2.39078 -0.06037 0.299
H -1.14360 -2.77073 -1.02851 0.341
H 0.10625 -0.45257 1.29791 0.269
H -1.13480 1.79707 0.58499 0.236
H 1.15099 -0.14963 -0.15803 0.356
H 0.61485 3.41542 0.79241 0.259
H -1.70069 -0.65487 -0.16110 0.246
H 1.89684 2.12999 0.56807 0.243
H 0.13309 -2.05311 -1.83251 0.254
```

Output
SMILES: C=CCNC
HOMO energy, eV: -8.839
Net charge: 0



## b
Here is one molecule with the formula C4H9N from the OMol25 dataset. Energies are from ωB97M-V/def2-TZVPD.

```
14
Properties=species:S:1:pos:R:3:mulliken_charge:R:1
N -1.31014 0.33331 -0.50416 -0.503
C -0.00782 1.09571 -0.67321 -0.638
C 1.15806 0.48043 0.17080 -0.524
C -0.86782 -1.01359 -0.02192 -0.585
C 0.52034 -0.82692 0.63156 -0.470
H -0.18872 2.12626 -0.58572 0.448
H 1.36693 1.15957 1.03376 0.228
H 0.37645 -0.79811 1.73790 0.207
H -1.83313 0.91297 0.22929 0.278
H 0.22303 0.99891 -1.77239 0.236
H 1.95938 0.48457 -0.45630 0.337
H 1.01513 -1.74600 0.48941 0.382
H -0.83269 -1.76381 -0.89617 0.221
H -1.57900 -1.44331 0.61716 0.384
```

Output
SMILES: C1CCNC1
HOMO energy, eV: -8.911
Net charge: 0



b is preferred energetically. Next in line: 0.306 eV higher.



## a
Here is one molecule with the formula C4H9N from the OMol25 dataset. Energies are from ωB97M-V/def2-TZVPD.

```
14
Properties=species:S:1:pos:R:3:mulliken_charge:R:1
N -0.06857 -0.19040 -0.37522 -0.213
C -2.12098 0.21279 -1.70853 -0.999
C 1.87131 -0.24131 1.12904 -1.041
C -1.12895 0.53003 -0.78579 0.216
C 0.39481 -0.14622 1.05663 -0.305
H 2.25063 -0.15650 2.17250 0.331
H -2.83699 0.76378 -2.22968 0.294
H 0.14959 0.85766 1.46610 0.300
H -0.00504 -1.07049 -0.81327 0.193
H 2.26818 -1.21097 0.82360 0.305
H 2.32753 0.71326 0.55439 0.250
H -0.03487 -0.97870 1.73686 0.224
H -1.03582 1.59413 -0.62813 0.288
H -2.03084 -0.67707 -2.39849 0.158
```

Output
SMILES: C=CNCC
HOMO energy, eV: -8.002
Net charge: 0



## b
Here is a 2-piece molecular cluster, C4H9N overall from the OMol25 dataset. Energies are from ωB97M-V/def2-TZVPD.

```
14
Properties=species:S:1:pos:R:3:mulliken_charge:R:1
N -3.07334 0.94621 -2.36529 -0.490
C -2.46737 2.06268 -2.44466 -0.224
C 0.75926 -0.93336 1.27156 -0.216
C 1.93775 -0.87089 0.28529 -0.907
C 1.04270 -0.82591 2.59525 -0.510
H 2.13731 0.07811 -0.23821 0.265
H 1.77283 -1.56296 -0.54449 0.304
H 1.34544 0.15271 2.94328 0.236
H 1.00804 -1.57392 3.38084 0.259
H -1.46475 2.08558 -2.01678 0.211
H -3.00800 2.94831 -2.75525 0.242
H 2.84039 -1.38556 0.64822 0.298
H -2.79747 0.39711 -1.55450 0.261
H -0.03278 -1.51810 0.79476 0.272
```

Output
SMILES: C=CC.C=N
HOMO energy, eV: -8.395
Net charge: 0



## c
Here is one molecule with the formula C4H9N from the OMol25 dataset. Energies are from ωB97M-V/def2-TZVPD.

```
14
Properties=species:S:1:pos:R:3:mulliken_charge:R:1
N -0.13421 -1.06218 -0.55291 -0.639
C -0.39456 -0.52395 1.92910 -1.231
C -0.33241 0.38237 -0.55694 0.105
C 0.33280 -0.28216 0.58692 0.219
C 0.42023 1.31764 -1.44394 -1.244
H -0.31283 0.39375 2.50804 0.303
H 1.51972 1.06191 -1.46046 0.291
H 0.11002 1.23791 -2.49798 0.319
H 0.04659 -1.36718 2.46296 0.314
H 1.40573 -0.16427 0.76270 0.344
H 0.58543 -1.33994 -1.23667 0.262
H -1.36497 0.66830 -0.43581 0.345
H 0.26331 2.32103 -1.05763 0.304
H -1.46991 -0.73968 1.73439 0.308
```

Output
SMILES: C[C@H]1N[C@@H]1C
HOMO energy, eV: -9.224
Net charge: 0



c is preferred energetically. Next in line: 0.867 eV higher.



## a
Here is a 6-piece molecular cluster, H12O5S overall from the OMol25 dataset. Energies are from ωB97M-V/def2-TZVPD.

```
18
Properties=species:S:1:pos:R:3:mulliken_charge:R:1
S -0.05663 -2.73251 -1.75854 -0.274
O -1.95755 1.94849 1.53440 -0.653
O 1.42363 -0.41960 2.28416 -0.616
O -1.53473 0.33712 -0.68735 -0.734
O 1.16143 0.24178 -0.68525 -0.614
O 1.05452 2.78227 0.46391 -0.671
H 0.18815 -3.64756 -0.82746 0.126
H 0.21897 3.01089 0.90835 0.328
H 1.95868 -1.14448 2.62334 0.309
H -1.54576 1.39290 0.86085 0.424
H -0.55432 0.22527 -0.74918 0.342
H 1.73608 2.97931 1.08851 0.299
H 0.62473 -0.89447 2.01004 0.314
H 1.83702 -0.20534 -0.11524 0.299
H -2.86113 1.84776 1.32503 0.283
H -0.85504 -2.04991 -0.92616 0.114
H -1.70698 1.04133 -1.34123 0.339
H 1.23252 1.17135 -0.47009 0.385
```

Output
SMILES: O.O.O.O.O.S
HOMO energy, eV: -9.509
Net charge: 0



## b
Here is a 6-piece molecular cluster, H12O5S overall from the OMol25 dataset. Energies are from ωB97M-V/def2-TZVPD.

```
18
Properties=species:S:1:pos:R:3:mulliken_charge:R:1
S 2.59386 0.90677 -1.85768 -0.285
O -0.74864 1.86768 -0.19278 -0.636
O -1.32901 -0.49073 -1.44952 -0.704
O 0.26793 0.46583 1.90770 -0.743
O -1.97264 -0.85976 1.28838 -0.718
O 0.80136 -1.98738 0.02540 -0.584
H -0.51886 2.79872 -0.19642 0.294
H -0.83068 -1.11999 -1.97644 0.293
H 3.19205 1.80670 -1.06222 0.143
H -0.94848 0.39839 -1.34703 0.394
H -2.59294 -0.13636 1.46093 0.338
H -0.46331 -0.18688 1.96311 0.394
H 0.09836 -1.51131 -0.42064 0.355
H -0.33428 1.52757 0.64128 0.400
H -1.74067 -0.70988 0.35513 0.366
H 2.25006 0.14608 -0.80573 0.124
H 1.04205 -0.09188 1.75737 0.297
H 1.23381 -2.82357 -0.09085 0.273
```

Output
SMILES: O.O.O.O.O.S
HOMO energy, eV: -9.743
Net charge: 0



## c
Here is a 6-piece molecular cluster, H12O5S overall from the OMol25 dataset. Energies are from ωB97M-V/def2-TZVPD.

```
18
Properties=species:S:1:pos:R:3:mulliken_charge:R:1
S -0.79093 -3.79260 -1.56318 -0.310
O 0.42430 0.80626 -2.96619 -0.631
O -1.16857 3.29369 1.08875 -0.633
O 1.43381 -0.81115 1.89578 -0.651
O 1.47894 2.79474 2.81265 -0.645
O -0.70725 0.66298 -0.26166 -0.606
H 1.00900 3.50794 3.29637 0.319
H -0.53102 0.76733 0.67410 0.333
H -0.53088 0.83721 -2.78688 0.314
H -0.50271 -0.29169 -0.23830 0.270
H 0.03720 -4.34997 -0.60077 0.167
H 0.10351 -2.85773 -1.87324 0.136
H 0.94040 -0.58799 2.69996 0.321
H 0.87389 0.79110 -2.10148 0.321
H 0.75995 2.61100 2.18934 0.315
H -2.09222 3.52513 1.17509 0.306
H 2.22549 -0.28639 1.77978 0.324
H -0.99851 2.81410 0.27385 0.350
```

Output
SMILES: O.O.O.O.O.S
HOMO energy, eV: -9.875
Net charge: 0



a is preferred energetically. Next in line: 0.164 eV higher.